The following is a quantum chemistry calculation of C18H36O29S7 as an isolated structure at a distorted geometry, from the OMol25 dataset.

XYZ file:
```
90
C18H36O29S7 | the OMol25 dataset | ωB97M-V/def2-TZVPD
C -0.084 -0.183 -0.780
C 0.081 0.701 0.428
C -1.115 1.638 0.284
O -2.147 0.728 -0.100
C -1.589 -0.288 -0.973
H 0.434 -1.145 -0.768
H 0.394 0.302 -1.641
H 1.036 1.224 0.459
H -0.013 0.172 1.379
H -0.937 2.388 -0.496
H -1.389 2.115 1.219
H -1.981 -0.089 -1.980
H -2.142 -1.169 -0.640
C 3.078 -0.624 4.468
C 1.596 -0.941 4.768
O 0.934 0.326 4.822
S 1.923 1.489 4.354
O 1.738 2.701 5.044
O 1.928 1.493 2.933
O 3.237 0.737 4.840
H 3.261 -0.794 3.410
H 3.790 -1.208 5.042
H 1.437 -1.532 5.665
H 1.184 -1.484 3.917
C -1.979 -6.427 1.425
C -1.107 -7.045 0.348
O -0.233 -5.992 -0.092
S -0.247 -4.744 0.927
O -0.977 -3.676 0.350
O 1.067 -4.505 1.373
O -1.097 -5.461 2.036
H -2.292 -7.107 2.208
H -2.810 -5.876 0.989
H -1.719 -7.312 -0.513
H -0.494 -7.892 0.646
C -1.474 1.701 -4.631
C -1.789 2.814 -3.607
O -0.536 3.076 -2.984
S 0.597 2.992 -4.095
O 1.835 2.685 -3.498
O 0.471 4.087 -4.980
O -0.056 1.720 -4.812
H -2.006 1.865 -5.566
H -1.719 0.730 -4.206
H -2.529 2.459 -2.893
H -2.152 3.748 -4.036
C -1.001 -3.574 -4.627
C -1.193 -3.566 -3.121
O -2.458 -2.954 -2.887
S -3.372 -2.924 -4.184
O -3.533 -1.570 -4.588
O -4.506 -3.735 -3.996
O -2.328 -3.616 -5.166
H -0.427 -4.430 -4.967
H -0.528 -2.660 -4.993
H -0.397 -3.109 -2.538
H -1.253 -4.591 -2.739
C 6.267 -1.321 -0.579
C 6.387 -1.938 0.832
O 5.120 -1.710 1.453
S 4.363 -0.510 0.754
O 4.849 0.742 1.209
O 2.975 -0.735 0.750
O 4.941 -0.833 -0.700
H 6.407 -2.092 -1.340
H 7.019 -0.569 -0.823
H 7.193 -1.448 1.376
H 6.531 -3.013 0.800
C -5.886 0.990 0.890
C -5.073 1.448 -0.363
O -4.455 2.688 -0.016
S -4.600 2.943 1.536
O -4.766 4.312 1.824
O -3.622 2.194 2.230
O -5.992 2.181 1.661
H -5.371 0.177 1.395
H -6.889 0.767 0.546
H -5.820 1.661 -1.136
H -4.417 0.715 -0.818
C 1.485 4.619 1.888
C 1.846 5.382 3.139
O 2.864 6.323 2.699
S 2.737 6.650 1.156
O 3.997 6.484 0.548
O 2.035 7.856 0.988
O 1.776 5.437 0.759
H 0.411 4.428 1.901
H 1.991 3.660 1.781
H 2.276 4.837 3.967
H 1.008 6.007 3.452
```

Results
M, g/mol: 940.93
HOMO-LUMO gap, eV: 9.1
ΔE to the lowest compared entry with this formula, charge and spin, eV: 0.000
HOMO, eV: -9.27

Results of the Mulliken charge analysis, in e, for atoms 1 through 5: atom 1 (C): -0.41, atom 2 (C): 0.13, atom 3 (C): -0.58, atom 4 (O): -0.18, atom 5 (C): 0.13

***

The following is a quantum chemistry calculation of a 9-piece molecular cluster, C18H36O36S9 overall at a distorted geometry, from the OMol25 dataset.

XYZ file:
```
99
C18H36O36S9 | the OMol25 dataset | ωB97M-V/def2-TZVPD
O 1.723 3.467 3.809
S 1.813 4.636 2.958
O 1.237 4.703 1.631
O 1.292 5.981 3.745
C 2.220 7.071 3.757
C 3.365 6.590 2.860
O 3.355 5.127 2.841
H 1.761 8.032 3.528
H 2.510 7.213 4.800
H 4.344 6.943 3.171
H 3.122 6.821 1.823
O 3.005 -0.456 3.616
S 2.954 -1.863 3.279
O 4.124 -2.641 3.550
O 1.631 -2.648 3.849
C 0.548 -2.670 2.895
C 1.382 -2.828 1.587
O 2.528 -2.006 1.688
H 0.034 -3.606 3.095
H -0.028 -1.750 2.983
H 0.754 -2.611 0.725
H 1.640 -3.885 1.501
O -0.143 0.475 -4.557
S -1.336 -0.282 -4.823
O -1.177 -1.606 -5.394
O -2.400 -0.246 -3.571
C -3.765 -0.141 -3.969
C -3.648 0.230 -5.477
O -2.328 0.732 -5.631
H -4.226 -1.121 -3.858
H -4.376 0.582 -3.431
H -4.347 1.005 -5.784
H -3.835 -0.658 -6.081
O 4.541 1.684 -2.680
S 3.965 1.116 -1.498
O 3.201 -0.103 -1.618
O 5.003 1.208 -0.187
C 4.279 1.505 0.991
C 3.443 2.630 0.522
O 3.052 2.262 -0.787
H 3.706 0.660 1.377
H 5.024 1.827 1.716
H 3.924 3.606 0.436
H 2.527 2.803 1.085
O -0.245 -3.605 -1.269
S -0.050 -4.989 -0.876
O -0.726 -5.469 0.295
O -0.303 -6.012 -2.120
C 0.454 -7.208 -1.883
C 1.796 -6.632 -1.339
O 1.494 -5.390 -0.694
H -0.123 -7.908 -1.279
H 0.629 -7.766 -2.802
H 2.610 -6.377 -2.015
H 2.182 -7.361 -0.625
O 0.666 0.794 2.186
S -0.017 1.108 0.924
O -0.183 2.480 0.536
O 0.697 0.381 -0.255
C -0.184 -0.315 -1.150
C -1.390 -0.708 -0.342
O -1.429 0.261 0.742
H -0.421 0.410 -1.928
H 0.396 -1.152 -1.530
H -1.277 -1.639 0.214
H -2.281 -0.716 -0.965
O -3.866 -3.259 -4.507
S -2.927 -3.875 -3.574
O -1.551 -4.101 -3.966
O -3.079 -3.190 -2.068
C -3.702 -4.040 -1.098
C -3.614 -5.438 -1.683
O -3.580 -5.266 -3.115
H -3.070 -3.912 -0.220
H -4.719 -3.664 -1.000
H -4.493 -5.941 -1.285
H -2.705 -5.969 -1.409
O -1.868 3.065 -1.916
S -1.371 3.972 -2.934
O -2.399 4.539 -3.750
O -0.328 5.079 -2.260
C 0.980 4.555 -2.194
C 1.105 3.620 -3.388
O -0.201 3.349 -3.872
H 1.787 5.287 -2.264
H 1.137 4.113 -1.209
H 1.440 2.682 -2.931
H 1.906 3.770 -4.109
O -2.740 2.646 7.502
S -3.259 1.797 6.461
O -4.707 1.541 6.456
O -2.809 2.316 5.001
C -1.639 1.650 4.545
C -1.416 0.424 5.415
O -2.489 0.349 6.356
H -1.839 1.494 3.485
H -0.818 2.367 4.573
H -0.426 0.547 5.852
H -1.429 -0.479 4.808
```

Results
M, g/mol: 1117.05
HOMO-LUMO gap, eV: 10.5
ΔE to the lowest compared entry with this formula, charge and spin, eV: 2.994
SMILES: O=S1(=O)OCCO1.O=S1(=O)OCCO1.O=S1(=O)OCCO1.O=S1(=O)OCCO1.O=S1(=O)OCCO1.O=S1(=O)OCCO1.O=S1(=O)OCCO1.O=S1(=O)OCCO1.O=S1(=O)OCCO1
HOMO, eV: -10.56

Results of the Mulliken charge analysis, in e, for atoms 1 through 5: atom 1 (O): -0.56, atom 2 (S): 1.24, atom 3 (O): -0.41, atom 4 (O): -0.37, atom 5 (C): -0.35

***

The following is a quantum chemistry calculation of a 5-piece molecular cluster, C18H37B2N7O8 overall at a distorted geometry, from the OMol25 dataset.

XYZ file:
```
72
C18H37B2N7O8 | the OMol25 dataset | ωB97M-V/def2-TZVPD
C 4.547 1.923 0.198
B 2.968 2.167 0.307
O 2.411 3.125 -0.512
C 2.161 1.299 1.402
C 2.419 2.001 2.737
N 2.618 2.574 3.675
C 0.602 1.233 1.225
C 0.080 2.655 1.435
N -0.444 3.635 1.553
O -0.017 0.474 2.311
N 0.559 -0.794 2.422
O 1.101 -0.932 3.449
B 0.096 0.753 -0.244
C -0.251 -0.750 -0.644
O -0.093 1.715 -1.243
H 5.083 2.830 -0.156
H 4.804 1.006 -0.388
H 4.899 1.777 1.252
H 3.115 3.754 -0.731
H 2.656 0.315 1.487
H -0.810 -0.749 -1.600
H 0.626 -1.425 -0.689
H -0.966 -1.158 0.105
H -0.942 2.164 -1.080
C -1.575 1.428 6.628
N -2.544 2.506 6.686
C -2.721 3.528 5.804
C -1.815 3.579 4.602
O -3.592 4.363 6.002
H -2.109 0.476 6.610
H -0.953 1.466 7.525
H -0.941 1.500 5.749
H -3.183 2.533 7.466
H -2.072 4.442 3.994
H -0.774 3.677 4.918
H -1.940 2.680 3.997
C 4.411 0.448 -5.952
N 4.968 0.334 -4.618
C 4.431 0.752 -3.443
C 3.083 1.427 -3.488
O 5.042 0.575 -2.395
H 4.307 -0.552 -6.376
H 5.102 1.023 -6.573
H 3.442 0.938 -5.946
H 5.869 -0.108 -4.512
H 2.785 1.703 -2.481
H 3.134 2.333 -4.093
H 2.333 0.747 -3.894
C -5.523 -1.589 0.240
N -4.399 -0.672 0.239
C -3.948 0.103 -0.778
C -4.678 0.035 -2.094
O -2.975 0.826 -0.610
H -6.230 -1.275 1.010
H -5.158 -2.588 0.483
H -6.026 -1.614 -0.721
H -3.862 -0.574 1.086
H -4.198 0.708 -2.800
H -4.636 -0.978 -2.497
H -5.716 0.347 -1.967
C 0.201 -5.926 -3.322
N -0.588 -4.807 -2.845
C -0.970 -4.526 -1.570
C -0.539 -5.476 -0.481
O -1.640 -3.532 -1.336
H 1.096 -5.541 -3.814
H -0.388 -6.485 -4.051
H 0.494 -6.589 -2.514
H -0.912 -4.129 -3.518
H -0.919 -5.118 0.473
H -0.945 -6.472 -0.665
H 0.550 -5.520 -0.426
```

Results
M, g/mol: 501.16
HOMO-LUMO gap, eV: 8.6
ΔE to the lowest compared entry with this formula, charge and spin, eV: 0.758
SMILES: CB(O)[C@@H](C#N)[C@](C#N)(ON=O)B(C)O.CNC(C)=O.CNC(C)=O.CNC(C)=O.CNC(C)=O
HOMO, eV: -8.93

Results of the Mulliken charge analysis, in e, for atoms 1 through 5: atom 1 (C): -1.05, atom 2 (B): 0.38, atom 3 (O): -0.57, atom 4 (C): 0.04, atom 5 (C): -0.03

***

The following is a quantum chemistry calculation of a 3-piece molecular cluster, C18H37BrN4O5 overall at a distorted geometry, from the OMol25 dataset.

XYZ file:
```
65
C18H37BrN4O5 | the OMol25 dataset | ωB97M-V/def2-TZVPD
N -6.225 1.027 1.196
C -5.086 1.100 1.601
C -3.521 1.443 1.776
Br -3.140 1.846 3.719
C -2.541 0.287 1.213
C -2.374 -0.951 2.235
N -2.208 -1.887 2.995
C -2.897 -0.191 -0.281
C -2.174 0.750 -1.410
O -3.268 1.372 -2.166
H -3.220 2.412 1.221
H -1.485 0.775 1.157
H -2.430 -1.245 -0.427
H -4.015 -0.279 -0.512
H -1.633 0.054 -2.150
H -1.505 1.548 -0.934
H -3.094 2.337 -2.110
C 1.026 -3.415 -4.706
O 0.751 -4.760 -4.345
C 1.736 -5.336 -3.481
C 1.194 -5.508 -2.062
N 1.018 -4.217 -1.395
C 0.227 -4.282 -0.162
C -1.221 -4.794 -0.261
O -2.105 -3.920 -0.957
C -2.054 -4.031 -2.371
H 0.354 -3.142 -5.525
H 0.824 -2.739 -3.873
H 2.059 -3.292 -5.046
H 2.673 -4.766 -3.494
H 1.955 -6.328 -3.889
H 1.892 -6.120 -1.482
H 0.247 -6.050 -2.139
H 0.557 -3.576 -2.028
H 0.192 -3.262 0.237
H 0.770 -4.887 0.572
H -1.610 -4.849 0.761
H -1.285 -5.813 -0.657
H -1.853 -5.053 -2.704
H -1.308 -3.343 -2.772
H -3.022 -3.723 -2.771
C 4.422 3.413 3.215
O 3.304 4.129 3.718
C 3.169 5.444 3.171
C 1.988 5.523 2.204
N 2.253 4.779 0.972
C 1.068 4.557 0.140
C -0.103 3.767 0.750
O 0.176 2.387 0.978
C 0.881 2.117 2.183
H 4.565 2.528 3.841
H 4.240 3.070 2.195
H 5.335 4.017 3.249
H 4.101 5.789 2.706
H 2.967 6.106 4.019
H 1.796 6.572 1.957
H 1.112 5.129 2.729
H 2.643 3.875 1.207
H 1.410 4.013 -0.747
H 0.698 5.527 -0.211
H -0.916 3.783 0.014
H -0.511 4.237 1.650
H 0.611 2.803 2.989
H 1.956 2.144 1.998
H 0.635 1.101 2.499
```

Results
M, g/mol: 469.42
HOMO-LUMO gap, eV: 8.8
SMILES: N#C[C@@H](Br)[C@@H](C#N)CCO.COCCNCCOC.COCCNCCOC
HOMO, eV: -8.74

Results of the natural (NBO) charge analysis, in e, for atoms 1 through 5: atom 1 (N): -0.28, atom 2 (C): 0.24, atom 3 (C): -0.31, atom 4 (Br): 0.05, atom 5 (C): -0.33

***

The following is a quantum chemistry calculation of C18H37CeOP3S as an isolated structure at a distorted geometry, from the OMol25 dataset.

XYZ file:
```
61
C18H37CeOP3S | the OMol25 dataset | ωB97M-V/def2-TZVPD
Ce 0.051 -0.104 1.655
P -0.761 1.928 3.059
P -2.314 -0.662 0.991
P 2.342 0.880 1.351
H -0.020 -2.749 -7.819
C 1.011 -2.982 -7.532
C 1.351 -4.200 -7.074
H 0.609 -5.000 -6.972
C -1.178 3.318 1.991
C -2.196 1.661 4.024
C 0.438 2.515 4.201
C -2.346 -2.103 -0.049
C -3.471 -1.034 2.260
C -3.080 0.624 -0.023
C 3.355 0.021 0.171
C 3.406 1.052 2.744
C 2.209 2.571 0.701
H 1.756 -2.188 -7.648
H 2.385 -4.439 -6.801
H -1.466 4.121 2.675
H -2.015 3.063 1.332
H -0.337 3.635 1.368
H -2.243 2.531 4.682
H -2.126 0.752 4.632
H -3.107 1.611 3.421
H -0.093 3.261 4.796
H 1.304 2.980 3.718
H 0.800 1.716 4.862
H -3.392 -2.411 -0.052
H -1.714 -2.911 0.343
H -2.011 -1.878 -1.066
H -4.422 -0.587 1.966
H -3.199 -0.677 3.262
H -3.579 -2.122 2.297
H -3.907 0.141 -0.553
H -2.370 1.044 -0.748
H -3.460 1.438 0.605
H 4.314 0.528 0.186
H 2.928 0.052 -0.840
H 3.493 -1.030 0.465
H 4.175 1.769 2.443
H 3.882 0.088 2.963
H 2.907 1.415 3.648
H 3.208 2.824 0.331
H 1.917 3.255 1.505
H 1.476 2.650 -0.112
C 0.622 -1.326 -1.646
C 0.475 -0.033 -2.184
C 0.252 0.137 -3.551
C 0.180 -0.969 -4.399
C 0.331 -2.251 -3.865
C 0.550 -2.430 -2.507
S 0.896 -1.710 0.018
H -0.263 1.184 0.321
H 0.540 0.835 -1.523
H 0.141 1.144 -3.955
H 0.008 -0.835 -5.473
H 0.279 -3.123 -4.514
H 0.665 -3.425 -2.086
O 0.488 -2.131 4.446
C 0.328 -1.436 3.558
```

Results
M, g/mol: 534.60
HOMO-LUMO gap (alpha / beta), eV: 4.8 / 3.2
ΔE to the lowest compared entry with this formula, charge and spin, eV: 6.520
Multiplicity: 2
Charge: +3
HOMO (alpha / beta), eV: -15.77 / -15.72

Results of the Mulliken charge analysis, in e, for atoms 1 through 5: atom 1 (Ce): -1.34, atom 2 (P): 1.14, atom 3 (P): 1.76, atom 4 (P): 1.51, atom 5 (H): 0.29

***

The following is a quantum chemistry calculation of C18H37CrN3O2PSe2Te2 as an isolated structure at a distorted geometry, from the OMol25 dataset.

XYZ file:
```
66
C18H37CrN3O2PSe2Te2 | the OMol25 dataset | ωB97M-V/def2-TZVPD
Cr -0.169 0.284 1.201
Se 2.188 0.509 1.854
Te 2.164 -2.444 4.092
Te -0.031 -1.047 3.713
Se -1.822 -2.576 3.109
N -0.201 2.505 2.459
C -1.407 3.178 2.957
C -2.588 2.206 3.029
C -2.867 1.761 1.607
O -3.728 2.321 0.933
O -2.067 0.871 1.144
H 0.358 2.119 3.212
H 0.429 3.122 1.964
H -1.670 3.990 2.275
H -1.232 3.626 3.939
H -3.469 2.699 3.438
H -2.323 1.355 3.661
N 0.111 -1.523 0.284
C 0.559 -2.587 0.398
N 1.020 -3.801 0.397
C 0.116 -4.938 0.693
C 0.731 -5.771 1.800
C 2.100 -6.338 1.390
C 2.787 -5.458 0.336
C 2.476 -3.990 0.572
H -0.025 -5.520 -0.223
H -0.839 -4.525 1.012
H 0.038 -6.570 2.071
H 0.827 -5.131 2.680
H 1.996 -7.353 0.996
H 2.733 -6.406 2.277
H 2.448 -5.730 -0.668
H 3.868 -5.603 0.354
H 2.996 -3.338 -0.131
H 2.753 -3.689 1.587
C -2.171 1.566 -3.306
C -1.973 1.161 -1.846
C -2.291 -0.328 -1.687
P -0.324 1.547 -1.092
C -0.409 3.340 -0.658
C -1.066 4.299 -1.649
C 0.964 3.847 -0.210
C 0.935 1.236 -2.421
C 1.111 2.289 -3.516
C 2.294 0.894 -1.807
H -3.203 1.352 -3.598
H -1.522 0.989 -3.969
H -1.991 2.624 -3.488
H -2.667 1.720 -1.209
H -1.562 -0.949 -2.217
H -3.276 -0.537 -2.113
H -2.304 -0.625 -0.642
H -1.068 3.293 0.218
H -0.553 4.322 -2.611
H -1.038 5.312 -1.237
H -2.113 4.047 -1.815
H 1.602 4.061 -1.071
H 1.485 3.122 0.420
H 0.850 4.782 0.346
H 0.551 0.316 -2.883
H 1.567 3.194 -3.109
H 0.181 2.568 -4.006
H 1.792 1.904 -4.281
H 2.736 1.762 -1.314
H 2.982 0.569 -2.593
H 2.218 0.115 -1.049
```

Results
M, g/mol: 823.60
HOMO-LUMO gap (alpha / beta), eV: 5.7 / 4.9
ΔE to the lowest compared entry with this formula, charge and spin, eV: 0.708
Multiplicity: 5
Charge: -1
HOMO (alpha / beta), eV: -3.60 / -3.36

Results of the natural (NBO) charge analysis, in e, for atoms 1 through 5: atom 1 (Cr): 0.90, atom 2 (Se): -0.57, atom 3 (Te): -0.59, atom 4 (Te): 0.36, atom 5 (Se): -0.70